The following is a quantum chemistry calculation of C5H8O in the gas phase in a non-equilibrium geometry, from the OMol25 dataset.

The value obtained for the max |F| is 3.034 eV/Å. The spin multiplicity is 1. Its HOMO energy is -8.5475 eV. The value obtained for the HOMO-LUMO gap is 9.48 eV. Its energy above the lowest of the compared OMol25 structures with the same formula, charge and spin is 410.54 kJ/mol. For the total energy, the calculation gives -7358.0003 eV.

```
14
Properties=species:S:1:pos:R:3:forces:R:3:mulliken_charge:R:1
O -1.6578 -0.2016 0.9129 -0.09 -0.24 0.11 -0.535
C -0.2989 -0.4255 1.1514 0.43 -0.07 0.19 -0.211
C 0.6337 -0.9104 0.0637 0.22 0.15 -0.18 -0.225
C 0.0811 -0.5154 -1.2804 -0.98 2.09 1.01 -0.715
C 0.1529 1.1816 -0.6494 -0.50 -0.23 0.50 -0.635
C 0.6875 0.5183 0.5734 0.12 0.38 0.66 -0.386
H -2.0749 -1.0597 0.7589 0.03 0.21 0.06 0.312
H -0.0617 -0.7442 2.1660 -0.03 -0.14 -0.20 0.366
H 1.3539 -1.6989 0.2839 -0.23 0.11 -0.23 0.387
H -0.9315 -0.8599 -1.4805 0.21 0.27 -0.47 0.141
H 0.4986 0.2463 -1.9104 1.52 -1.74 -1.97 0.440
H 0.9121 1.8582 -1.1152 -0.58 -0.93 -0.15 0.345
H -0.8037 1.6946 -0.6213 -0.05 -0.04 0.36 0.326
H 1.5087 0.9164 1.1469 -0.07 0.17 0.31 0.390
```
Positions in Å, forces in eV/Å.